[1]
# C58H156N6O33

A 17-piece molecular cluster, C58H156N6O33 overall at a distorted geometry (ωB97M-V with the def2-TZVPD basis set, the Open Molecules 2025 dataset).

```
! RIJCOSX wB97M-V def2-TZVPD def2/J DEFGRID3
* xyz 0 1
C 3.56010 2.10178 2.89955
C 3.28154 1.03289 3.87544
O 2.94396 -0.21055 3.28581
O 2.42637 2.67391 2.24851
H 4.23881 1.68276 2.16018
H 4.01737 2.97851 3.33984
H 2.42211 1.36368 4.48412
H 4.16415 0.98481 4.53971
H 3.76819 -0.79132 3.30039
H 2.09362 1.97978 1.67188
C 4.27876 6.99953 0.46876
C 3.25205 5.93663 0.53682
O 3.40751 5.34374 1.81408
O 5.62560 6.62274 0.61759
H 4.11520 7.69264 1.28330
H 4.21550 7.40892 -0.50851
H 3.24091 5.23180 -0.30086
H 2.27131 6.48871 0.45626
H 3.10476 4.42745 1.88603
H 5.60267 5.71632 0.28928
C -4.03721 -1.25928 -2.77913
C -5.41623 -1.83012 -2.71801
O -5.55235 -3.14398 -3.27166
O -3.27192 -2.36717 -2.37838
H -3.96328 -0.44828 -2.06267
H -3.71856 -0.90813 -3.75510
H -6.12244 -1.20000 -3.24547
H -5.65662 -1.87983 -1.65771
H -4.70913 -3.57514 -3.11741
H -2.70511 -2.57250 -3.13261
C 3.96452 -2.04856 -4.90724
C 3.06546 -2.41456 -3.73096
O 3.68737 -3.55335 -3.07808
O 3.46032 -0.84732 -5.53894
H 3.98101 -2.86094 -5.60605
H 4.97487 -1.87780 -4.53416
H 2.06726 -2.64899 -4.14272
H 2.99021 -1.54540 -3.01191
H 2.91493 -4.13118 -2.78419
H 4.16432 -0.50292 -6.09074
C 1.33548 1.82450 -5.26578
C 1.25307 1.11189 -3.93926
O -0.04027 0.57817 -3.79155
O 0.36551 2.84258 -5.49921
H 1.12723 1.00706 -5.99428
H 2.28472 2.28881 -5.44293
H 1.41991 1.75404 -3.03905
H 1.94771 0.32222 -3.95480
H -0.51479 0.84485 -3.01683
H -0.53906 2.50594 -5.46326
C -2.38927 -2.96319 0.45471
C -3.27894 -4.16067 0.39609
O -3.54937 -4.43246 1.77690
O -1.22859 -3.22440 1.22540
H -2.99954 -2.16387 0.86314
H -2.05483 -2.69785 -0.54989
H -2.95234 -5.06130 -0.19666
H -4.16323 -3.89495 -0.17479
H -3.94112 -5.31129 1.86722
H -1.44862 -3.92240 1.83482
C 0.69199 -1.74507 4.71195
C -0.29061 -0.98727 3.88768
O -1.45912 -0.84217 4.76158
O 1.06815 -1.09536 5.90087
H 1.62939 -2.03309 4.21272
H 0.18556 -2.68421 4.94856
H -0.48436 -1.54726 2.95710
H 0.10389 -0.00471 3.59536
H -2.08755 -1.53115 4.52826
H 0.36144 -0.98252 6.57175
C -2.90659 2.52154 -2.84249
C -3.69161 2.62206 -1.50860
O -4.78774 1.76536 -1.72426
O -3.68626 2.68916 -4.09521
H -2.45346 1.49456 -2.84497
H -2.11673 3.25918 -2.72520
H -4.00931 3.65438 -1.34871
H -2.97056 2.26725 -0.74646
H -5.26198 1.80551 -0.82998
H -4.56885 2.38326 -3.84891
C -1.80591 -3.22471 -6.18924
C -0.92471 -2.14686 -5.73066
O -1.13234 -1.81883 -4.36523
O -1.54158 -4.51637 -5.62666
H -1.64482 -3.25644 -7.25748
H -2.84302 -3.10957 -5.95693
H -1.04025 -1.22910 -6.30950
H 0.10981 -2.51937 -5.95645
H -0.61836 -1.03053 -4.17462
H -0.58542 -4.62731 -5.43683
C 1.00201 -0.10073 -0.86093
C 1.20655 -0.73674 0.46265
O 1.05892 0.24430 1.50478
O -0.34063 0.43682 -1.03367
H 1.06526 -0.80729 -1.69152
H 1.76682 0.67680 -0.96208
H 2.17359 -1.27279 0.50775
H 0.40839 -1.43464 0.70596
H 1.63640 -0.02513 2.27550
H -0.38028 1.36067 -0.70347
C 4.70613 2.00676 -1.95191
C 6.12209 2.23737 -1.46149
O 6.51978 3.51897 -1.97686
H 4.45299 0.94233 -1.98647
H 4.64505 2.35992 -2.97087
H 3.94873 2.44757 -1.28483
H 6.80071 1.44311 -1.83560
H 6.11859 2.32405 -0.35429
H 7.36047 3.85447 -1.60310
C -5.01185 5.69768 -2.70442
O -3.93434 5.80948 -1.81597
C -4.09508 6.62896 -0.71325
C -2.76311 6.55491 0.08962
N -2.27871 5.17478 0.23167
C -0.99097 5.14086 0.89238
C -0.51936 3.76834 0.99631
O -0.46408 3.17585 -0.32151
C 0.59571 3.82176 -1.03161
H -5.91457 5.25603 -2.24133
H -4.63604 5.06778 -3.51248
H -5.32718 6.67948 -3.08360
H -4.97139 6.33381 -0.12406
H -4.13017 7.71160 -1.06990
H -2.87847 6.91609 1.10181
H -2.06417 7.10306 -0.50612
H -2.25870 4.79702 -0.72976
H -1.18010 5.45995 1.89731
H -0.25040 5.86891 0.48811
H -1.22917 3.17160 1.59130
H 0.45687 3.80327 1.53861
H 0.40490 4.86694 -1.26265
H 0.65328 3.35298 -2.02844
H 1.54861 3.70566 -0.46818
C 2.31148 -5.12158 3.68850
O 2.75190 -5.05948 2.36948
C 1.70129 -4.82149 1.50018
C 0.69810 -6.08788 1.47010
N 1.46520 -7.31338 1.39644
C 0.79724 -8.55477 1.60589
C -0.24065 -8.85251 0.55919
O 0.30116 -8.92374 -0.70075
C -0.56278 -9.11315 -1.75374
H 3.10876 -5.53697 4.27881
H 1.39848 -5.74263 3.85785
H 2.07070 -4.13862 4.04157
H 2.15239 -4.80886 0.49949
H 1.10653 -3.93445 1.76111
H 0.05432 -5.99967 0.58170
H 0.01512 -6.08519 2.32400
H 2.36114 -7.18948 1.86704
H 0.31189 -8.74311 2.61497
H 1.52654 -9.33127 1.45550
H -1.03985 -8.09963 0.64592
H -0.75342 -9.77805 0.89911
H -1.15604 -10.00741 -1.59623
H 0.03505 -9.15629 -2.63499
H -1.26766 -8.30495 -1.78785
C 5.09589 -0.73237 7.14009
O 5.37858 -1.29628 5.83342
C 4.42435 -2.30370 5.40693
C 4.96160 -2.91182 4.08340
N 5.20575 -1.82745 3.11457
C 5.47373 -2.33372 1.72705
C 5.54356 -1.03023 0.87297
O 6.01491 -1.23422 -0.42392
C 5.20270 -2.15300 -1.16219
H 4.07876 -0.35707 7.17538
H 5.82369 0.06391 7.31759
H 5.22916 -1.56146 7.80599
H 3.40375 -1.91438 5.39119
H 4.45173 -3.09097 6.20550
H 4.12230 -3.51717 3.66645
H 5.86328 -3.49077 4.25557
H 6.03078 -1.29127 3.36956
H 4.72789 -3.00272 1.35444
H 6.45698 -2.86500 1.67673
H 6.19790 -0.27340 1.35009
H 4.51750 -0.64229 0.87916
H 5.41959 -3.20152 -0.98140
H 5.34579 -1.93272 -2.22076
H 4.15010 -1.91683 -0.87739
C -7.56209 -2.08914 1.02056
O -7.11096 -0.85857 1.64117
C -5.82175 -0.52273 1.14860
C -5.42912 0.85522 1.63761
N -5.95693 1.91564 0.80203
C -5.63148 3.29386 1.23278
C -6.34240 3.74165 2.55368
O -7.66867 3.29904 2.50837
C -8.51497 3.79004 3.54748
H -6.78115 -2.80020 0.79870
H -8.02661 -1.81030 0.06490
H -8.27615 -2.50182 1.74386
H -5.83119 -0.56321 0.03591
H -5.08486 -1.27608 1.47698
H -4.31627 0.96278 1.64535
H -5.72933 1.04198 2.67877
H -6.97663 1.75387 0.81827
H -5.97083 4.00699 0.50429
H -4.54376 3.35527 1.39253
H -6.43291 4.85219 2.62428
H -5.81307 3.37105 3.47909
H -8.53708 4.89847 3.45300
H -7.99161 3.57843 4.46815
H -9.54707 3.44767 3.31847
C -3.88956 8.45738 4.08886
O -2.53203 8.09991 3.89920
C -1.61755 9.03808 4.40301
C -0.23347 8.56701 4.02600
N 0.04703 7.28015 4.67053
C 1.16623 6.51989 4.08119
C 1.11422 5.10305 4.62294
O -0.12829 4.57554 4.22543
C -0.34926 3.26763 4.58185
H -4.18570 8.86681 5.06661
H -4.47069 7.66735 3.68110
H -4.07913 9.28204 3.40039
H -1.76188 9.06731 5.50535
H -1.88253 9.99731 3.96716
H 0.50917 9.32650 4.28273
H -0.17566 8.46265 2.93819
H -0.77827 6.70006 4.56261
H 2.15559 6.91897 4.34299
H 1.11336 6.34364 3.00221
H 1.19031 5.16473 5.71814
H 1.99474 4.66360 4.14807
H 0.29294 2.48847 4.08821
H -1.34639 3.04367 4.18322
H -0.29115 3.09079 5.68548
C 3.70101 -4.60302 -7.95268
O 3.15142 -5.39242 -6.90858
C 1.80164 -5.65639 -7.16687
C 1.27826 -6.40026 -5.96693
N 1.03386 -5.56664 -4.86233
C 0.35425 -6.25742 -3.76874
C -0.08415 -5.14379 -2.76707
O 1.05340 -4.44267 -2.29415
C 0.74245 -3.23959 -1.68519
H 3.11286 -3.68380 -8.07616
H 3.65927 -5.06142 -8.96785
H 4.67623 -4.31947 -7.60446
H 1.70267 -6.20661 -8.13864
H 1.24299 -4.69972 -7.31799
H 1.99489 -7.17400 -5.71345
H 0.31582 -6.93326 -6.16673
H 1.87461 -5.12353 -4.49232
H 0.94265 -6.95171 -3.19586
H -0.55643 -6.74128 -4.12792
H -0.65530 -5.63860 -2.02203
H -0.70713 -4.51241 -3.38043
H 0.21052 -3.32106 -0.74207
H 0.19938 -2.59749 -2.37202
H 1.66893 -2.71718 -1.42539
*
```

Output
Max |F| (hartree/bohr): 0.0558
DFT total energy (Eh): -5114.42862

=====

[2]
# C58H31F24GeN3O5PSTl

C58H31F24GeN3O5PSTl as an isolated structure (ωB97M-V with the def2-TZVPD basis set, the Open Molecules 2025 dataset).

```
! RIJCOSX wB97M-V def2-TZVPD def2/J DEFGRID3
* xyz -2 1
Tl -0.50316 -0.16947 0.27089
O -3.01448 0.18222 -1.65697
C -3.20321 1.44741 -2.21366
C -2.01029 2.37232 -2.20165
C -2.18404 3.72434 -2.49561
C -1.08006 4.55343 -2.49612
C 0.16671 4.01155 -2.19727
C 0.23278 2.66006 -1.91664
N -0.82855 1.85957 -1.92712
H -2.24049 -0.27382 -2.01803
H -3.99868 1.93089 -1.64125
H -3.55221 1.37089 -3.25722
H -3.17574 4.10811 -2.69971
H -1.18694 5.60970 -2.70883
H 1.05482 4.62645 -2.15842
H 1.17563 2.19179 -1.64825
O 2.09532 1.02183 4.16239
C 1.36890 0.39177 3.38396
O 0.44121 0.85711 2.66626
C 1.63044 -1.12823 3.36453
C 2.55565 -1.64759 4.31053
C 2.81786 -2.98047 4.32797
C 2.18238 -3.82718 3.39067
C 2.39926 -5.22200 3.32103
C 1.75571 -5.97610 2.37967
C 0.87202 -5.37007 1.46047
C 0.64136 -4.02499 1.51252
C 1.28146 -3.22472 2.48370
N 1.01469 -1.88896 2.50160
H 3.02226 -0.94924 4.98979
H 3.51538 -3.40737 5.04090
H 3.08855 -5.67966 4.02226
H 1.92501 -7.04524 2.33378
H 0.38330 -5.95715 0.69512
H -0.01879 -3.54322 0.80746
N -2.76883 -1.79094 0.66650
C -3.27128 -3.05730 0.11902
C -3.32090 -3.05230 -1.41187
C -1.97044 -3.02434 -2.10624
O -1.40894 -4.10520 -2.32315
O -1.53536 -1.86542 -2.39190
H -2.81572 -1.77154 1.67832
H -3.34496 -1.02116 0.33384
H -4.29064 -3.28922 0.46345
H -2.62350 -3.86064 0.48113
H -3.89748 -2.18642 -1.74551
H -3.83326 -3.96693 -1.71744
F 8.20105 -0.62176 -2.76609
C 7.43905 0.42843 -2.38924
F 7.77163 1.44056 -3.22523
F 7.86174 0.79158 -1.16802
C 5.97641 0.11120 -2.43983
C 5.14731 0.37942 -1.36521
C 3.79212 0.07778 -1.45942
C 3.26241 -0.48813 -2.61202
C 4.11816 -0.75028 -3.68589
C 5.46306 -0.45272 -3.60707
P 1.45462 -0.95694 -2.57201
C 0.83623 -0.08375 -4.06017
C -0.42143 -0.43068 -4.56097
C -1.02529 0.32227 -5.55305
C -0.38378 1.44691 -6.05447
C 0.85908 1.81557 -5.55750
C 1.46056 1.05573 -4.56930
C -1.01993 2.29632 -7.10886
F -2.11192 1.73021 -7.65574
F -0.17275 2.55872 -8.13195
F -1.40993 3.50151 -6.63921
C 1.70347 -2.68423 -3.14583
C 1.33142 -3.19059 -4.38415
C 1.47588 -4.54039 -4.66225
C 2.00274 -5.39004 -3.70229
C 2.39451 -4.89326 -2.46719
C 2.24125 -3.54899 -2.19639
C 2.14555 -6.84984 -3.99334
F 2.03374 -7.61559 -2.89318
F 3.35791 -7.15620 -4.53050
F 1.23514 -7.30160 -4.87752
H 5.55054 0.81413 -0.46141
H 3.13849 0.27833 -0.61766
H 3.71774 -1.19869 -4.58689
H 6.12322 -0.66273 -4.43923
H -0.93539 -1.28039 -4.12952
H -2.00509 0.04784 -5.91966
H 1.35380 2.69963 -5.93955
H 2.41919 1.37320 -4.18185
H 0.90644 -2.53831 -5.13499
H 1.16722 -4.93571 -5.62125
H 2.79049 -5.55962 -1.71307
H 2.51789 -3.16617 -1.22152
F -2.68532 -0.65990 3.84072
C -1.90825 -0.17108 4.81922
C -1.62893 1.18790 4.87418
C -0.83738 1.59482 5.93061
F -0.50373 2.87910 6.09274
C -0.35021 0.71287 6.88616
F 0.41219 1.15242 7.89760
C -0.62972 -0.63119 6.77913
F -0.14812 -1.49917 7.68134
C -1.41998 -1.08113 5.73458
F -1.70358 -2.38986 5.63474
Ge -2.11281 2.31345 3.28135
S -2.78399 1.59448 1.39884
C -0.94786 3.94510 3.29293
C -0.07641 4.20499 2.24571
F 0.07592 3.34969 1.23632
C 0.64857 5.38353 2.15377
F 1.48326 5.60235 1.12437
C 0.50482 6.35371 3.12559
F 1.19625 7.50117 3.04703
C -0.36865 6.13886 4.17361
F -0.52165 7.08683 5.11505
C -1.07824 4.95217 4.23387
F -1.92438 4.82643 5.27009
C -3.88631 3.16271 3.91782
C -4.78273 2.53028 4.75758
F -4.43787 1.40310 5.41158
C -6.07247 2.98673 4.98114
F -6.90648 2.33690 5.81199
C -6.50704 4.13095 4.34274
F -7.75123 4.59479 4.54989
C -5.64389 4.79927 3.49353
F -6.06008 5.91995 2.87794
C -4.36799 4.30295 3.29786
F -3.58313 4.99951 2.45392
*
```

Output
Max |F| (hartree/bohr): 0.0194
DFT total energy (Eh): -8155.28716
Energy above the lowest of the compared OMol25 structures with the same formula, charge and spin (kJ/mol): 61.3

=====

[3]
# C58H37BrCl4EuN9OS

C58H37BrCl4EuN9OS as an isolated structure at a distorted geometry (ωB97M-V with the def2-TZVPD basis set, the Open Molecules 2025 dataset).

```
! RIJCOSX wB97M-V def2-TZVPD def2/J DEFGRID3
* xyz 0 7
Eu 0.46672 -1.27621 -0.65094
Cl -3.52448 1.31899 -8.36145
C -2.83010 1.05389 -6.81268
C -2.45011 -0.25282 -6.44167
C -1.89979 -0.37322 -5.14299
C -1.92653 0.68174 -4.21025
C -2.38191 1.93015 -4.62876
C -2.77218 2.15248 -5.92440
C -1.43046 0.43093 -2.82444
C -0.32342 1.18285 -2.35852
C 0.32028 2.36397 -2.94052
C 1.08355 2.91616 -1.95999
C 0.93967 2.11576 -0.80144
C 1.24224 2.30260 0.63842
C 1.09869 3.73571 1.05550
C 2.15711 4.35707 1.73582
C 2.05859 5.64724 2.21803
C 0.91683 6.35452 1.96379
Cl 0.94913 8.01048 2.53660
C -0.12176 5.82493 1.24325
C -0.04804 4.48488 0.90809
C 1.24992 1.26858 1.45440
N 1.66897 -0.03726 0.96286
C 2.57525 -0.50835 1.83409
C 0.66906 1.30301 2.86354
C 1.16959 2.36811 3.77968
C 0.32959 3.13945 4.62087
C 0.86402 4.02619 5.51535
C 2.22679 4.10888 5.65896
Cl 2.91153 5.17482 6.90161
C 3.08431 3.36008 4.90357
C 2.52395 2.47761 4.02025
C -0.81413 1.25235 2.59398
C -1.90952 1.98314 2.34842
C -2.92642 1.07013 1.89281
C -2.46334 -0.20626 1.98445
N -1.15098 -0.08721 2.43481
C -3.00853 -1.38241 1.28233
C -2.85026 -1.31148 -0.04460
C -3.69454 -1.80212 -1.16371
C -3.32517 -1.10967 -2.27979
C -2.11655 -0.34128 -1.91560
N -1.87734 -0.48798 -0.61339
C -3.65797 -2.46765 2.05819
C -3.92691 -2.34390 3.39951
C -4.40063 -3.39393 4.15122
C -4.68145 -4.60262 3.52307
Cl -5.45107 -5.86158 4.37350
C -4.39786 -4.78579 2.19485
C -3.82994 -3.73244 1.49869
C 2.37832 -0.53457 3.14992
C 0.95111 -0.08678 3.54527
N 0.16680 1.00739 -1.10669
H -2.43737 -1.06571 -7.13941
H -1.56866 -1.37535 -4.79957
H -2.47090 2.72147 -3.88926
H -3.17107 3.11703 -6.24156
H 0.13065 2.84365 -3.87388
H 1.61823 3.82108 -1.87406
H 3.15935 3.87000 1.86034
H 2.83010 6.06924 2.87689
H -1.01323 6.38931 0.94582
H -0.92443 4.07729 0.44660
H -0.77353 3.09324 4.43100
H 0.27744 4.65066 6.13500
H 4.19046 3.36723 5.03498
H 3.16727 1.79237 3.47386
H -1.94757 3.05223 2.45299
H -3.89078 1.39300 1.49938
H -4.52958 -2.52891 -1.05577
H -3.83782 -1.16912 -3.23810
H -3.84226 -1.37635 3.92239
H -4.55963 -3.20274 5.22025
H -4.58481 -5.72017 1.68322
H -3.63829 -3.90804 0.46802
H 3.01587 -0.88910 3.95312
H 0.84710 -0.00331 4.61158
C 1.22754 -2.36864 -5.34957
C 1.32773 -1.99089 -3.89837
N 0.50070 -2.32915 -2.98125
N -0.52199 -3.14871 -3.41097
C -1.19963 -3.70659 -2.45020
N -2.29469 -4.37083 -2.89308
S -0.82778 -3.85059 -0.80150
C 2.37862 -1.04746 -3.40677
C 3.38176 -0.55903 -4.24154
C 4.37885 0.27762 -3.72024
C 4.33091 0.66938 -2.39603
C 3.28746 0.12530 -1.65795
N 2.37805 -0.71538 -2.11336
H 1.46257 -1.59301 -6.03807
H 0.24357 -2.72001 -5.58734
H 1.83107 -3.23613 -5.57731
H -2.46126 -4.34215 -3.89422
H -2.85820 -4.95982 -2.35225
H 3.48235 -0.87027 -5.29369
H 5.18768 0.60315 -4.39030
H 5.10143 1.32753 -2.00864
H 3.27523 0.36838 -0.60292
O -0.38552 -2.16903 3.09512
C -0.22478 -0.99264 2.99377
Br 6.00733 -3.03197 1.03200
C 4.17027 -3.39603 1.31535
C 3.64331 -4.04135 2.39464
C 2.28946 -4.23093 2.48758
C 1.48909 -3.77575 1.42423
N 2.00585 -3.04541 0.45206
C 3.30655 -2.86264 0.40440
H 4.28324 -4.50196 3.16477
H 1.83930 -4.72988 3.32097
H 0.41318 -3.98433 1.36426
H 3.69352 -2.23841 -0.35133
*
```

Output
Max |F| (hartree/bohr): 0.1598
DFT total energy (Eh): -8323.55980

=====

What is the max |F| in the second record?
0.0194 hartree/bohr

=====

What is the DFT total energy in the second record?
-8155.28716 Eh

=====

What is the DFT total energy in the first record?
-5114.42862 Eh

=====

Among the records above, which one has the highest DFT total energy?
C58H156N6O33